Computed, not measured: a molecular structure, CHHgLiO3 at a distorted geometry, with ωB97M-V/def2-TZVPD.

```
7
Properties=species:S:1:pos:R:3:mulliken_spin:R:1
O -2.83 0.94 -0.11 0.000
H -1.34 0.30 1.40 0.000
C -1.81 0.42 -0.52 0.002
O -0.88 0.16 0.55 -0.001
O 2.68 -0.07 -0.26 0.515
Hg 3.17 -1.75 -1.28 0.475
Li 1.02 0.00 0.20 0.009
```

Results
* HOMO-LUMO gap (spin up / spin down): 0.2437 / 0.2096 Ha
* strongest force on any atom: 1.72 eV/A
* highest occupied orbital energy (spin up / spin down): -3.48 / -3.48 eV
* lowest unoccupied orbital energy (spin up / spin down): 3.15 / 2.22 eV
* spin multiplicity: 2
* molar mass: 268.547 g/mol
* DFT total energy: -11575.332 eV
* <S²>: 0.768
* net charge: -1


Computed, not measured: a gas-phase ion, C13H9N4O7 (charge -1) at a distorted geometry, with ωB97M-V/def2-TZVPD.

```
33
Properties=species:S:1:pos:R:3:mulliken_charge:R:1
C 1.32 -1.02 1.82 -1.808
C 2.14 0.18 1.32 1.943
C 3.60 0.48 2.42 0.428
C 4.39 1.61 1.93 -0.262
C 5.09 1.54 0.71 0.047
N 5.72 1.57 -0.28 -0.715
C 4.44 2.80 2.68 -0.224
C 3.91 2.93 3.99 -0.996
N 3.92 4.22 4.62 0.899
O 3.40 4.40 5.75 -0.629
O 4.47 5.15 3.98 -0.677
C 3.40 1.73 4.61 1.343
N 2.96 1.54 5.90 -0.648
O 2.64 0.21 5.95 -0.227
N 2.96 -0.47 4.72 0.779
O 2.81 -1.68 4.65 -0.763
C 3.38 0.54 3.86 -0.365
C 2.33 -0.03 -0.18 -0.079
O 2.52 -1.17 -0.61 -0.636
C 2.23 1.16 -1.16 -0.700
C 1.15 2.13 -0.79 -0.493
O 1.04 2.38 0.65 -0.362
C 1.25 1.43 1.59 0.072
O 0.77 1.57 2.71 -0.598
H 0.90 -0.75 2.79 0.474
H 0.48 -1.22 1.11 0.439
H 1.95 -1.93 1.95 0.269
H 3.78 -0.54 2.04 0.735
H 4.90 3.68 2.23 0.553
H 3.21 1.66 -1.21 0.245
H 2.02 0.72 -2.16 0.382
H 1.39 3.12 -1.19 0.313
H 0.16 1.82 -1.19 0.259
```

Results
* HOMO-LUMO gap: 0.2497 Ha
* SMILES: C[C@@]1([C@H]2C(C#N)=CC(=[N+]([O-])[O-])c3no[n+]([O-])c32)C(=O)CCOC1=O
* strongest force on any atom: 3.95 eV/A
* highest occupied orbital energy: -4.56 eV
* lowest unoccupied orbital energy: 2.24 eV
* molar mass: 333.236 g/mol
* DFT total energy: -33913.430 eV
* net charge: -1


Computed, not measured: a single C4H7NO molecule at a distorted geometry, with ωB97M-V/def2-TZVPD.

```
13
Properties=species:S:1:pos:R:3:mulliken_charge:R:1
O -1.49 0.00 -2.19 -0.356
N -0.14 -0.21 -2.30 -0.344
C 0.47 0.21 -1.25 -0.079
C 0.20 0.61 0.22 -0.379
C 0.98 -0.48 1.08 -0.694
C -0.55 -0.47 1.25 -0.257
H -1.64 0.64 -1.24 0.373
H 1.70 0.62 -1.25 0.237
H 0.09 1.64 0.39 0.484
H 1.43 -0.27 2.04 0.284
H 1.56 -1.16 0.40 0.286
H -1.47 -1.10 0.69 0.200
H -1.14 -0.03 2.16 0.243
```

Results
* HOMO-LUMO gap: 0.3743 Ha
* SMILES: O/N=C\C1CC1
* strongest force on any atom: 5.05 eV/A
* highest occupied orbital energy: -9.48 eV
* lowest unoccupied orbital energy: 0.71 eV
* molar mass: 85.106 g/mol
* DFT total energy: -7792.971 eV
* net charge: 0


Computed, not measured: a single C20H26N2O5 molecule, with ωB97M-V/def2-TZVPD.

```
53
Properties=species:S:1:pos:R:3:mulliken_charge:R:1
C -1.72 -4.17 2.04 -0.985
O -1.92 -3.42 0.87 -0.427
C -0.87 -2.67 0.38 1.537
C 0.36 -2.59 1.01 -0.803
C 1.38 -1.80 0.51 -1.048
C 1.19 -1.07 -0.65 0.472
C 2.29 -0.16 -1.18 -0.221
N 3.45 -0.94 -1.59 -0.112
C 4.60 -1.07 -0.92 0.189
O 5.47 -1.86 -1.20 -0.688
N 4.77 -0.18 0.13 -0.075
C 3.86 0.79 0.50 0.632
C 4.35 1.70 1.57 -1.712
C 2.66 0.85 -0.11 -0.285
C 1.60 1.80 0.25 0.511
O 1.64 2.60 1.16 -0.713
O 0.54 1.66 -0.55 -0.151
C -0.65 2.38 -0.23 -0.221
C -1.42 1.64 0.87 -0.088
C -2.75 2.35 1.15 -0.957
C -3.58 2.45 -0.13 -0.464
C -2.80 3.20 -1.21 -0.842
C -1.48 2.49 -1.50 -0.414
C -0.02 -1.17 -1.30 0.090
C -1.07 -1.95 -0.81 -0.207
O -2.20 -1.88 -1.57 -0.452
C -3.28 -2.78 -1.36 -0.900
H -2.67 -4.68 2.21 0.261
H -0.93 -4.91 1.92 0.365
H -1.50 -3.53 2.90 0.353
H 0.53 -3.14 1.92 0.395
H 2.32 -1.75 1.04 0.369
H 1.90 0.36 -2.06 0.566
H 3.29 -1.62 -2.32 0.292
H 5.67 -0.21 0.59 0.251
H 3.58 2.41 1.85 0.348
H 4.64 1.12 2.45 0.406
H 5.23 2.25 1.22 0.393
H -0.36 3.38 0.14 0.379
H -0.81 1.60 1.77 0.447
H -1.60 0.62 0.53 -0.170
H -3.30 1.80 1.91 0.373
H -2.55 3.35 1.53 0.373
H -4.52 2.96 0.08 0.331
H -3.82 1.44 -0.48 0.257
H -3.40 3.26 -2.12 0.379
H -2.60 4.22 -0.87 0.352
H -0.92 3.03 -2.26 0.318
H -1.68 1.48 -1.86 0.108
H -0.20 -0.62 -2.21 0.304
H -3.97 -2.57 -2.18 0.310
H -2.95 -3.82 -1.41 0.321
H -3.78 -2.60 -0.41 0.253
```

Results
* HOMO-LUMO gap: 0.3223 Ha
* SMILES: COc1ccc([C@@H]2NC(=O)NC(C)=C2C(=O)OC2CCCCC2)cc1OC
* strongest force on any atom: 0.55 eV/A
* highest occupied orbital energy: -8.09 eV
* lowest unoccupied orbital energy: 0.68 eV
* molar mass: 374.437 g/mol
* DFT total energy: -34380.679 eV
* net charge: 0


Computed, not measured: 12 unconnected molecules or ions with the total composition C33H67Br22N3O3 at a distorted geometry, with ωB97M-V/def2-TZVPD.

```
128
Properties=species:S:1:pos:R:3:mulliken_charge:R:1
C -2.24 0.57 0.63 0.709
N -2.62 -0.18 -0.55 0.106
C -2.12 0.29 -1.83 -1.240
C -1.72 -0.84 -2.75 1.692
C -3.01 -1.43 -3.28 -1.521
N -3.38 -2.40 -2.31 -0.139
C -2.38 -2.71 -1.52 0.161
O -2.42 -3.40 -0.60 -0.638
C -1.20 -2.08 -2.16 -0.263
O 0.03 -2.15 -1.52 -0.434
C 0.42 -0.98 -0.83 0.630
C 1.42 -1.30 0.20 -1.190
N 1.47 -0.20 1.14 -0.002
C 2.22 0.95 0.64 -1.226
C 1.36 2.08 0.27 1.685
C 2.17 3.14 -0.33 -2.099
O 0.75 2.62 1.38 -0.559
H -2.86 1.42 0.83 -0.680
H -2.26 -0.07 1.46 0.576
H -1.26 0.92 0.54 -0.802
H -3.62 -0.22 -0.57 0.228
H -1.32 0.95 -1.70 -0.221
H -2.86 0.87 -2.31 1.015
H -1.14 -0.46 -3.54 -0.313
H -2.81 -1.90 -4.21 0.281
H -3.77 -0.74 -3.45 0.645
H -4.28 -2.32 -1.88 0.333
H -1.07 -2.72 -3.01 0.442
H -0.39 -0.53 -0.34 -0.328
H 0.87 -0.33 -1.54 0.285
H 1.02 -2.12 0.72 0.467
H 2.36 -1.53 -0.22 0.253
H 1.81 -0.48 2.02 0.171
H 2.88 1.30 1.40 0.585
H 2.77 0.66 -0.21 0.356
H 0.66 1.79 -0.48 -0.552
H 2.76 2.75 -1.10 0.468
H 2.82 3.53 0.40 0.487
H 1.58 3.92 -0.70 0.467
H 0.13 1.98 1.73 0.222
Br -1.67 1.08 4.35 -0.135
C -1.92 2.91 4.97 0.072
C -0.69 3.74 4.75 -0.346
Br 0.68 3.36 6.08 -0.144
H -2.21 2.85 6.01 0.472
H -2.75 3.29 4.39 -0.559
H -0.92 4.79 4.87 0.280
H -0.24 3.58 3.78 0.218
Br 3.94 -1.75 3.12 -0.132
C 3.28 -3.58 3.00 0.802
C 4.15 -4.44 2.14 -0.500
Br 3.83 -4.06 0.27 -0.161
H 2.26 -3.54 2.64 0.090
H 3.27 -3.94 4.02 -0.896
H 3.91 -5.49 2.28 0.326
H 5.21 -4.29 2.33 0.447
Br 3.13 -8.86 -0.43 -0.156
C 2.29 -7.17 -0.93 0.060
C 1.11 -7.38 -1.82 -0.454
Br 1.63 -7.81 -3.65 -0.162
H 3.06 -6.56 -1.39 0.382
H 1.97 -6.72 0.01 -0.322
H 0.53 -6.47 -1.89 0.230
H 0.47 -8.19 -1.49 0.414
Br -6.32 1.13 0.13 -0.123
C -6.63 2.92 0.83 -0.537
C -5.40 3.79 0.70 -0.700
Br -4.07 3.33 2.03 -0.097
H -6.95 2.81 1.85 0.358
H -7.44 3.33 0.23 0.381
H -5.65 4.83 0.87 0.370
H -4.93 3.69 -0.27 0.406
Br 0.30 -5.46 1.77 -0.051
C -0.01 -6.81 3.13 -0.726
C 0.27 -6.30 4.52 -0.659
Br 2.20 -6.21 4.74 -0.084
H 0.63 -7.64 2.88 0.373
H -1.05 -7.10 3.03 0.429
H -0.09 -7.00 5.27 0.419
H -0.13 -5.32 4.73 0.382
Br 6.09 -6.37 5.08 -0.101
C 5.55 -6.89 6.88 -0.613
C 5.55 -8.39 7.04 -0.581
Br 4.00 -9.15 6.16 -0.145
H 4.57 -6.45 7.05 0.242
H 6.27 -6.43 7.54 0.425
H 5.47 -8.67 8.08 0.375
H 6.43 -8.85 6.61 0.395
Br 1.48 -2.84 8.06 -0.168
C 2.78 -2.44 6.68 -0.475
C 3.77 -3.56 6.51 -0.319
Br 5.10 -3.60 7.93 -0.090
H 3.26 -1.51 6.95 0.485
H 2.21 -2.30 5.76 0.196
H 4.34 -3.43 5.59 0.278
H 3.29 -4.53 6.50 0.080
Br -3.18 1.77 -5.45 -0.148
C -1.76 2.11 -6.74 -0.459
C -1.02 0.86 -7.10 -0.567
Br 0.23 0.31 -5.72 -0.151
H -1.12 2.87 -6.31 0.369
H -2.26 2.52 -7.61 0.197
H -0.40 1.03 -7.98 0.326
H -1.67 0.01 -7.28 0.423
Br -4.86 7.10 3.95 -0.119
C -5.22 5.62 5.15 -0.284
C -4.77 5.89 6.56 -0.565
Br -2.84 5.75 6.75 -0.131
H -4.74 4.75 4.72 -0.031
H -6.30 5.48 5.12 0.365
H -5.19 5.15 7.24 0.361
H -5.04 6.89 6.90 0.397
Br -2.20 5.53 -8.19 -0.137
C -0.76 5.84 -9.47 -0.378
C -0.05 4.57 -9.82 -0.559
Br 1.14 3.98 -8.39 -0.160
H -0.11 6.59 -9.03 0.135
H -1.24 6.26 -10.35 0.343
H 0.59 4.71 -10.68 0.369
H -0.74 3.75 -10.00 0.395
Br -0.53 9.96 -9.93 -0.121
C 1.28 9.87 -9.23 -0.621
C 2.30 9.85 -10.33 -0.557
Br 2.39 8.10 -11.18 -0.133
H 1.33 9.00 -8.60 0.350
H 1.40 10.77 -8.62 0.363
H 3.30 10.02 -9.93 0.344
H 2.09 10.56 -11.11 0.376
```

Results
* HOMO-LUMO gap: 0.3158 Ha
* SMILES: CNC[C@@H]1CNC(=O)[C@@H]1OCCNC[C@H](C)O.BrCCBr.BrCCBr.BrCCBr.BrCCBr.BrCCBr.BrCCBr.BrCCBr.BrCCBr.BrCCBr.BrCCBr.BrCCBr
* strongest force on any atom: 5.73 eV/A
* highest occupied orbital energy: -8.42 eV
* lowest unoccupied orbital energy: 0.17 eV
* molar mass: 2311.805 g/mol
* DFT total energy: -1586855.338 eV
* net charge: 0


Computed, not measured: 2 unconnected molecules or ions with the total composition C9H17BBrFN4O, with ωB97M-V/def2-TZVPD.

```
34
Properties=species:S:1:pos:R:3:mulliken_charge:R:1
H -0.44 -0.14 4.58 0.290
N 0.56 0.00 4.43 -0.712
C 0.75 0.18 3.19 0.408
N 2.07 0.38 2.72 -0.591
N -0.32 0.19 2.24 -0.088
C -0.64 -1.12 1.66 -0.933
C 0.35 -1.67 0.60 -0.289
C -0.29 -1.86 -0.78 -0.670
C 0.76 -2.16 -1.88 -0.805
B 1.17 -0.82 -2.56 0.396
F 2.10 -0.06 -1.98 -0.287
C 0.46 -0.33 -3.89 -0.523
C 0.88 0.90 -4.64 0.295
O 0.97 0.98 -5.81 -0.450
Br 1.20 2.47 -3.55 -0.185
H 2.09 0.86 1.83 0.299
H 2.61 -0.47 2.67 0.278
H -0.17 0.88 1.51 -0.021
H -0.74 -1.83 2.48 0.391
H -1.63 -1.03 1.19 0.479
H 1.20 -0.99 0.50 0.306
H 0.74 -2.63 0.93 0.292
H -1.02 -2.67 -0.73 0.344
H -0.86 -0.95 -1.02 0.363
H 1.63 -2.64 -1.42 0.369
H 0.36 -2.86 -2.61 0.325
H -0.60 -0.18 -3.63 0.354
H 0.47 -1.15 -4.62 0.358
C -2.71 3.17 1.66 -0.823
C -1.44 3.02 0.96 0.406
N -0.44 2.89 0.43 -0.435
H -2.75 4.14 2.15 0.302
H -3.54 3.09 0.96 0.282
H -2.79 2.39 2.42 0.274
```

Results
* HOMO-LUMO gap: 0.3486 Ha
* SMILES: [H]/N=C(/N)NCCCCB(F)CC(=O)Br.CC#N
* strongest force on any atom: 0.40 eV/A
* highest occupied orbital energy: -9.11 eV
* lowest unoccupied orbital energy: 0.38 eV
* molar mass: 306.976 g/mol
* DFT total energy: -91054.285 eV
* net charge: 0


Computed, not measured: a molecular structure, C35H33ClMnN4Si2 at a distorted geometry, with ωB97M-V/def2-TZVPD.

```
76
Properties=species:S:1:pos:R:3:mulliken_spin:R:1
C -3.11 3.61 1.48 0.061
C -1.72 3.48 1.85 -0.080
C -0.93 3.57 0.65 -0.030
H -1.33 3.42 2.86 0.000
C -1.82 3.79 -0.46 0.109
C -3.17 3.82 0.04 -0.119
H -4.07 4.04 -0.53 -0.006
H -3.96 3.66 2.17 0.002
H 0.15 3.56 0.59 -0.010
H -1.54 3.99 -1.49 0.007
Mn -2.32 1.89 0.49 1.106
Si -0.57 -2.19 -0.06 0.082
C 0.43 -2.19 1.66 0.092
C 0.96 -3.27 2.38 -0.013
H 0.85 -4.30 2.00 -0.005
C 1.64 -3.03 3.59 0.015
H 2.14 -3.86 4.11 0.000
C 1.67 -1.74 4.13 -0.013
H 2.26 -1.52 5.02 0.000
C 0.90 -0.72 3.55 0.008
H 0.75 0.27 4.02 0.000
C 0.31 -0.95 2.30 -0.040
H -0.28 -0.15 1.85 0.091
C 0.05 -0.22 -0.93 0.125
C 0.86 0.81 -0.25 0.615
H 1.24 0.70 0.76 -0.055
C 1.48 1.83 -1.09 0.168
H 2.36 2.38 -0.75 -0.032
C 0.64 2.37 -2.12 0.527
H 0.76 3.42 -2.42 -0.053
C -0.29 1.51 -2.69 0.011
H -0.92 1.88 -3.52 -0.003
C -0.51 0.20 -2.19 0.598
H -1.14 -0.50 -2.76 -0.004
H -1.64 -1.10 0.30 0.168
Si 1.89 0.00 -1.55 0.262
C 2.84 -0.10 -3.24 0.092
C 4.25 -0.05 -3.25 -0.001
H 4.80 0.07 -2.30 0.003
C 4.98 -0.09 -4.44 0.007
H 6.08 -0.08 -4.42 0.001
C 4.29 -0.15 -5.66 -0.001
H 4.85 -0.12 -6.60 0.000
C 2.90 -0.31 -5.68 0.008
H 2.38 -0.48 -6.64 0.001
C 2.19 -0.24 -4.48 0.003
H 1.10 -0.26 -4.52 -0.009
C 3.06 -1.08 -0.46 -0.015
C 3.96 -0.56 0.48 0.015
H 4.24 0.50 0.47 0.002
C 4.54 -1.41 1.42 0.002
H 5.17 -1.01 2.20 0.000
C 4.31 -2.78 1.36 0.000
H 4.65 -3.43 2.17 0.000
C 3.65 -3.31 0.26 0.012
H 3.58 -4.39 0.14 0.000
C 3.03 -2.47 -0.67 0.033
H 2.55 -2.91 -1.55 -0.001
H -1.18 -3.35 0.56 0.194
Cl -1.07 -3.09 -1.99 0.055
N -4.42 -0.65 3.02 -0.001
C -3.47 -0.58 4.04 0.003
C -2.53 0.33 3.62 0.008
N -2.83 0.74 2.32 0.015
C -4.01 0.15 2.00 0.009
C -4.71 0.38 0.77 -0.003
N -4.23 1.13 -0.25 -0.016
C -5.26 1.20 -1.19 0.005
C -6.31 0.41 -0.78 -0.003
N -5.97 -0.05 0.48 0.001
H -5.25 -1.25 3.01 0.000
H -3.54 -1.16 4.93 0.000
H -1.67 0.70 4.15 -0.001
H -5.18 1.81 -2.08 -0.001
H -7.21 0.12 -1.28 0.000
H -6.56 -0.62 1.10 0.000
```

Results
* HOMO-LUMO gap (spin up / spin down): 0.2024 / 0.1924 Ha
* strongest force on any atom: 5.47 eV/A
* highest occupied orbital energy (spin up / spin down): -8.35 / -10.74 eV
* lowest unoccupied orbital energy (spin up / spin down): -2.84 / -5.50 eV
* spin multiplicity: 5
* molar mass: 656.240 g/mol
* DFT total energy: -102374.938 eV
* <S²>: 6.207
* net charge: +1


Computed, not measured: a single C6H8N2O molecule at a distorted geometry, with ωB97M-V/def2-TZVPD.

```
17
Properties=species:S:1:pos:R:3:mulliken_charge:R:1
C -0.50 2.20 0.03 -0.058
C 3.28 0.60 0.01 -0.227
C 0.72 0.04 0.16 0.597
C 0.95 -0.92 1.34 -1.473
C -1.41 0.16 -0.98 -1.219
C -0.62 0.73 0.18 0.393
N -0.30 3.32 -0.22 -0.428
N 1.79 0.28 -0.52 -0.172
O 4.16 -0.06 -0.39 -0.304
H 1.36 -0.43 2.27 0.291
H 1.69 -1.62 0.92 0.391
H 0.05 -1.31 1.64 0.511
H -1.18 0.78 -1.83 0.359
H -1.37 -0.97 -1.23 0.301
H -2.51 0.29 -0.75 0.336
H -0.97 0.48 1.15 0.391
H 1.72 1.00 -1.17 0.310
```

Results
* HOMO-LUMO gap (spin up / spin down): 0.3028 / 0.3029 Ha
* strongest force on any atom: 3.28 eV/A
* highest occupied orbital energy (spin up / spin down): -8.18 / -8.18 eV
* lowest unoccupied orbital energy (spin up / spin down): 0.06 / 0.07 eV
* molar mass: 124.143 g/mol
* DFT total energy: -11375.911 eV
* net charge: 0